(1)
{
  "formula": "C5H8O2",
  "method": "ωB97M-V/def2-TZVPD",
  "symbols": ["C", "C", "C", "C", "O", "C", "O", "H", "H", "H", "H", "H", "H", "H", "H"],
  "positions_angstrom": [[1.86741, -0.14332, 0.83253], [0.55929, 0.05877, 0.15526], [-0.06339, -0.90334, -0.87095], [-0.82099, -0.43313, 0.30387], [-1.63016, -1.02964, 1.23880], [-1.21842, 1.13436, -0.01496], [0.17714, 1.40716, -0.09254], [2.66593, 0.22727, 0.18230], [2.04300, -1.20347, 1.03100], [1.89971, 0.40620, 1.77775], [-0.37227, -0.56453, -1.85585], [0.32560, -1.91932, -0.82535], [-1.93746, -0.07149, 1.15418], [-1.76400, 1.25130, -0.95957], [-1.69947, 1.85494, 0.70542]],
  "atomic_forces_ev_per_a": [[0.0636, -0.0247, 0.0228], [0.5233, 0.0135, -0.0850], [0.0784, 0.0137, -0.2463], [0.1078, 1.6852, -1.2054], [-0.4508, 1.5037, -0.1890], [0.3624, -0.6256, -0.5086], [0.6960, 0.4502, -0.5354], [-0.0213, -0.0599, 0.1163], [-0.0291, 0.1184, -0.0240], [-0.0024, -0.0688, -0.1106], [0.1966, -0.0360, -0.0283], [-0.0710, 0.1891, 0.1268], [-2.0111, -1.9719, 2.7300], [0.2650, 0.0010, -0.0430], [0.2926, -1.1878, -0.0204]],
  "homo_lumo_gap_ev": 10.02,
  "lumo_ev": 0.9,
  "total_energy_ha": -345.650819
}

---

(2)
{
  "formula": "C4H6N2O",
  "method": "ωB97M-V/def2-TZVPD",
  "symbols": ["N", "C", "N", "C", "C", "C", "O", "H", "H", "H", "H", "H", "H"],
  "positions_angstrom": [[1.90872, 0.86252, 0.04101], [0.57605, 0.38450, -0.02280], [-0.44503, 1.26676, -0.28782], [-1.65418, 0.63774, -0.20281], [-1.42830, -0.67735, 0.13309], [-0.01502, -0.83588, 0.22519], [0.68282, -1.97701, 0.55944], [2.50804, 0.41157, -0.64249], [2.31188, 0.64514, 0.94744], [-0.27664, 2.22328, -0.55317], [-2.57539, 1.17402, -0.38852], [-2.18671, -1.42539, 0.33760], [0.55608, -2.62400, -0.14585]],
  "atomic_forces_ev_per_a": [[0.0685, -0.3250, 0.0267], [-0.2427, -0.0727, 0.0298], [0.0832, -0.0067, 0.0177], [0.0075, -0.0169, -0.0358], [-0.0013, 0.0517, 0.0063], [-0.0295, 0.3143, -0.0547], [-0.0236, -0.0832, -0.1033], [-0.1294, 0.0559, -0.0400], [-0.0646, 0.1117, -0.0646], [-0.0601, -0.0965, 0.1108], [0.1639, -0.1383, 0.0569], [0.2131, 0.1316, -0.1394], [0.0150, 0.0742, 0.1897]],
  "homo_lumo_gap_ev": 8.87,
  "lumo_ev": 0.9,
  "total_energy_ha": -340.758902
}

---

(3)
{
  "formula": "C7H16NO2PS",
  "method": "ωB97M-V/def2-TZVPD",
  "symbols": ["C", "C", "C", "C", "C", "C", "C", "N", "O", "O", "P", "S", "H", "H", "H", "H", "H", "H", "H", "H", "H", "H", "H", "H", "H", "H", "H", "H"],
  "positions_angstrom": [[-2.81521, 1.13205, 0.23390], [-0.26410, 0.14373, -2.83166], [1.22293, 1.08251, 3.23921], [2.40410, -0.64977, 1.23583], [-2.47841, 0.47821, -1.09201], [-0.79030, -0.99937, -1.96931], [-1.30202, -1.08390, 0.34346], [-1.43377, -0.53816, -0.81323], [-1.75813, 1.68183, 0.79846], [-3.93656, 1.00016, 0.68418], [0.82552, 0.31306, 1.45946], [1.16353, 1.76644, 0.13560], [-1.12784, 0.43102, -3.43674], [-0.01392, 0.88824, -2.17705], [0.68598, -0.17600, -3.25356], [2.15496, 1.79986, 3.12153], [0.49802, 1.82050, 3.55358], [1.43638, 0.39283, 4.06211], [2.16054, -1.74690, 1.32336], [2.99107, -0.48242, 0.37145], [2.99366, -0.40274, 2.12416], [-1.97731, 1.17194, -1.78562], [-3.39793, 0.02790, -1.48547], [0.05188, -1.78958, -1.67076], [-1.46978, -1.63268, -2.48993], [-2.03077, -0.85695, 1.14172], [-0.83710, -2.08230, 0.24437], [-0.88610, 1.74490, 0.25229]],
  "atomic_forces_ev_per_a": [[-0.2697, -0.2268, -0.5835], [-0.8152, -2.4652, -0.5300], [1.7281, 1.3527, -1.3046], [-1.0261, -1.7817, 2.1728], [0.7229, 0.1632, 0.2013], [3.3734, -2.5482, -0.3816], [0.1999, -1.3806, 1.0904], [-1.9061, 1.3522, 0.2882], [-0.8751, 0.6255, 0.4994], [1.1941, 0.6107, 0.2592], [1.1328, -0.1508, 1.1784], [-0.7262, 0.7050, -0.6049], [0.9324, 0.2051, -0.8022], [0.7050, 2.2230, 1.5280], [-0.4417, 0.1392, -0.9236], [-1.4427, -1.7517, -0.1312], [-0.7644, -0.2289, -0.0549], [-0.2029, -0.1854, -0.3771], [0.3724, 0.8631, -0.1441], [0.1356, 0.4476, -0.9899], [0.2070, -0.1278, -0.1989], [-0.8631, -0.0043, 0.3103], [0.4288, -0.0244, -0.1660], [-1.4737, 1.9759, -0.3616], [-0.7974, -0.3780, -0.8023], [0.7690, -0.1915, -0.4541], [0.1017, 0.7776, 0.9384], [-0.3988, 0.0044, 0.3439]],
  "homo_lumo_gap_ev": [7.13, 7.13],
  "lumo_ev": [-0.4, -0.4],
  "total_energy_ha": -1221.014837
}